Here is a 2-piece molecular cluster, C13H18N2O6 overall from the Open Molecules 2025 dataset. Energies are from wB97M-V/def2-TZVPD.

Electronic energy = -1067.1981 hartree
Charge = 0
ΔE to the lowest compared entry with this formula, charge and spin = 0.000 eV
Molecular weight = 298.30 Da
Frontier orbital gap = 9.7 eV
HOMO = -9.3 eV
E_LUMO = 0.5 eV
Structure (SMILES) = N[C@@H](Cc1ccccc1)C(=O)O.N[C@@H](CC(=O)O)C(=O)O

```
39
C13H18N2O6 | the Open Molecules 2025 dataset | wB97M-V/def2-TZVPD
N -4.520 -0.361 -1.715
C -4.674 -0.841 -0.354
C -4.520 0.313 0.653
C -3.140 0.924 0.589
C -2.843 1.935 -0.330
C -1.562 2.470 -0.409
C -0.555 2.002 0.432
C -0.838 0.996 1.351
C -2.122 0.463 1.426
C -6.027 -1.521 -0.243
O -6.693 -1.889 -1.182
O -6.400 -1.733 1.032
H -4.938 -1.026 -2.359
H -3.538 -0.260 -1.941
H -3.943 -1.624 -0.074
H -5.279 1.068 0.418
H -4.718 -0.062 1.662
H -3.629 2.295 -0.991
H -1.349 3.258 -1.127
H 0.445 2.425 0.374
H -0.060 0.628 2.014
H -2.340 -0.319 2.151
H -7.249 -2.205 0.988
N 2.884 -0.046 -0.402
C 4.262 -0.182 0.025
C 4.871 -1.446 -0.606
C 6.218 -1.843 -0.051
O 7.204 -2.085 -0.702
O 6.194 -1.940 1.294
C 5.112 1.033 -0.334
O 4.760 1.928 -1.065
O 6.329 0.990 0.238
H 2.439 0.697 0.131
H 2.874 0.278 -1.367
H 4.290 -0.302 1.113
H 4.978 -1.332 -1.688
H 4.164 -2.262 -0.418
H 7.094 -2.188 1.560
H 6.818 1.764 -0.091
```


Here is a 13-piece molecular cluster, C52H139N9O21 overall in a non-equilibrium geometry from the Open Molecules 2025 dataset. Energies are from wB97M-V/def2-TZVPD.

Electronic energy = -4137.0058 hartree
Charge = 0
ΔE to the lowest compared entry with this formula, charge and spin = 3.420 eV
Molecular weight = 1226.73 Da
Frontier orbital gap = 9.0 eV
HOMO = -8.7 eV
E_LUMO = 0.4 eV

```
221
C52H139N9O21 | the Open Molecules 2025 dataset | wB97M-V/def2-TZVPD
C 2.823 3.477 -2.675
C 1.995 2.185 -2.307
C 1.660 1.326 -3.559
O 2.873 1.018 -4.148
C 2.686 0.665 -5.466
N 2.786 1.356 -1.357
H 3.476 3.641 -1.766
H 2.129 4.294 -2.741
H 3.323 3.211 -3.564
H 1.089 2.494 -1.729
H 0.980 1.858 -4.269
H 1.130 0.475 -3.247
H 2.356 1.459 -6.089
H 2.088 -0.259 -5.532
H 3.759 0.361 -5.748
H 2.271 0.632 -0.930
H 3.584 0.976 -1.790
C 1.745 -0.006 2.167
C 0.359 0.698 2.138
C -0.653 -0.137 1.336
O -0.367 0.013 -0.075
C -1.083 -0.857 -0.843
N -0.115 0.888 3.494
H 2.623 0.597 2.471
H 2.032 -0.423 1.200
H 1.680 -0.758 2.954
H 0.336 1.702 1.652
H -1.655 0.214 1.587
H -0.556 -1.225 1.475
H -2.124 -0.466 -1.105
H -1.157 -1.888 -0.357
H -0.612 -0.900 -1.824
H -0.032 -0.006 4.066
H -1.083 1.032 3.516
C 5.039 -7.799 0.568
C 3.992 -6.796 0.917
C 4.671 -5.697 1.554
O 3.700 -4.757 1.955
C 4.233 -3.524 2.439
N 3.332 -6.462 -0.371
H 5.499 -8.192 1.494
H 5.786 -7.233 0.018
H 4.523 -8.656 0.113
H 3.255 -7.266 1.556
H 5.316 -5.228 0.818
H 5.243 -6.023 2.409
H 4.676 -2.871 1.669
H 5.058 -3.730 3.132
H 3.520 -2.970 2.968
H 3.019 -5.511 -0.460
H 3.974 -6.562 -1.152
C -1.698 -0.855 -9.137
C -2.818 -0.715 -8.160
C -2.503 0.152 -6.900
O -1.470 -0.636 -6.339
C -0.649 -0.007 -5.288
N -3.961 -0.148 -8.870
H -1.202 0.157 -9.305
H -1.915 -1.422 -10.083
H -0.967 -1.406 -8.563
H -3.166 -1.711 -7.789
H -3.403 0.355 -6.275
H -2.091 1.041 -7.282
H -0.188 -0.821 -4.697
H -1.241 0.605 -4.677
H 0.149 0.535 -5.771
H -4.201 -0.537 -9.766
H -4.774 -0.169 -8.328
C 2.079 5.392 0.752
C 2.951 4.830 1.884
C 2.233 3.991 2.883
O 1.155 4.767 3.335
C 0.377 4.290 4.428
N 3.995 4.090 1.226
H 2.799 5.846 0.034
H 1.265 5.992 1.157
H 1.496 4.610 0.312
H 3.442 5.644 2.403
H 2.949 3.663 3.697
H 1.944 3.141 2.308
H -0.210 5.083 4.798
H 1.034 4.020 5.247
H -0.112 3.368 4.123
H 4.628 3.659 1.900
H 3.596 3.357 0.618
C 0.612 -2.948 6.347
C -0.151 -3.072 5.100
O -0.835 -1.913 4.860
O 1.164 -4.167 6.830
H 0.052 -2.530 7.170
H 1.440 -2.286 6.177
H -0.835 -3.921 5.254
H 0.498 -3.405 4.231
H -1.531 -1.985 4.230
H 0.409 -4.733 6.995
C 0.338 1.634 7.175
C -1.122 1.758 6.676
O -1.589 3.037 7.106
O 0.320 1.713 8.612
H 1.036 2.341 6.745
H 0.799 0.693 6.841
H -1.716 0.887 7.121
H -1.226 1.662 5.621
H -2.552 3.063 6.876
H -0.384 2.333 8.880
C 6.150 0.467 0.831
C 7.105 0.192 1.922
O 6.408 0.246 3.200
O 5.146 -0.510 0.876
H 6.742 0.535 -0.092
H 5.671 1.415 1.013
H 7.904 0.957 1.950
H 7.680 -0.761 1.763
H 5.966 -0.625 3.277
H 5.043 -0.869 -0.021
C -3.738 -3.704 1.996
C -3.361 -3.691 0.507
O -4.358 -2.934 -0.130
O -2.557 -3.724 2.845
H -4.405 -4.522 2.315
H -4.231 -2.760 2.294
H -3.384 -4.716 0.160
H -2.312 -3.256 0.422
H -4.096 -2.721 -1.061
H -2.039 -4.449 2.517
C -0.114 -3.912 -5.368
O -0.067 -3.358 -4.038
C -1.328 -3.459 -3.395
C -2.336 -2.485 -3.915
N -3.598 -2.632 -3.147
C -4.522 -1.526 -3.507
C -5.852 -1.715 -2.884
O -6.311 -3.079 -3.125
C -7.476 -3.490 -2.466
H -0.753 -3.276 -5.952
H -0.582 -4.939 -5.245
H 0.898 -4.024 -5.811
H -1.166 -3.268 -2.330
H -1.701 -4.484 -3.479
H -2.568 -2.440 -5.003
H -1.925 -1.514 -3.616
H -4.050 -3.477 -3.384
H -4.758 -1.480 -4.588
H -4.129 -0.521 -3.255
H -6.533 -1.008 -3.273
H -5.906 -1.469 -1.822
H -7.241 -3.609 -1.435
H -7.852 -4.438 -2.842
H -8.197 -2.688 -2.488
C -2.317 3.859 -6.340
O -2.546 3.267 -5.089
C -2.288 4.036 -3.936
C -2.367 3.107 -2.651
N -2.306 3.925 -1.468
C -2.133 2.983 -0.382
C -2.107 3.786 0.939
O -3.314 4.476 1.198
C -3.261 5.898 1.115
H -2.440 3.131 -7.120
H -1.298 4.349 -6.378
H -3.069 4.633 -6.545
H -2.932 4.853 -3.736
H -1.301 4.512 -3.959
H -1.579 2.349 -2.636
H -3.356 2.680 -2.832
H -3.199 4.388 -1.306
H -1.162 2.410 -0.477
H -2.880 2.195 -0.334
H -1.187 4.358 0.878
H -2.011 3.033 1.702
H -3.686 6.233 0.183
H -2.237 6.289 1.262
H -3.865 6.222 1.952
C -4.035 0.234 1.959
O -3.259 0.322 3.124
C -3.879 1.091 4.130
C -3.843 2.600 4.013
N -4.258 3.279 5.208
C -4.358 4.732 4.971
C -4.447 5.551 6.275
O -4.454 6.924 5.907
C -3.710 7.756 6.779
H -3.583 -0.469 1.334
H -3.918 1.225 1.485
H -5.109 0.040 2.054
H -3.431 0.876 5.118
H -4.951 0.745 4.154
H -4.318 2.910 3.097
H -2.737 2.743 3.843
H -5.123 2.943 5.544
H -5.281 5.003 4.348
H -3.462 5.045 4.425
H -3.562 5.383 6.933
H -5.358 5.265 6.898
H -4.160 7.717 7.764
H -3.831 8.758 6.320
H -2.664 7.519 6.898
C 8.036 -3.275 -0.673
O 6.941 -3.422 -1.472
C 6.808 -2.426 -2.488
C 5.385 -2.488 -3.016
N 4.431 -2.223 -1.968
C 3.073 -2.300 -2.441
C 2.012 -2.448 -1.343
O 2.219 -3.585 -0.578
C 1.107 -3.787 0.269
H 8.931 -3.142 -1.235
H 8.164 -4.261 -0.298
H 8.012 -2.607 0.221
H 7.385 -2.607 -3.361
H 6.982 -1.476 -2.124
H 5.297 -3.452 -3.512
H 5.256 -1.686 -3.760
H 4.578 -2.935 -1.240
H 2.851 -3.112 -3.160
H 2.796 -1.358 -2.977
H 1.061 -2.463 -1.831
H 1.973 -1.612 -0.644
H 0.854 -2.849 0.829
H 1.465 -4.549 0.994
H 0.257 -4.073 -0.309
```